{
  "formula": "C21H34N2O5",
  "method": "ωB97M-V/def2-TZVPD",
  "lumo_energy_ev": 0.67,
  "homo_ev": -7.302,
  "largest_force_ev_per_a": 19.92,
  "mol_weight_g_mol": 394.51,
  "homo_lumo_gap_ha": 0.2929,
  "species": ["C", "C", "C", "C", "C", "C", "C", "H", "C", "H", "H", "H", "N", "C", "O", "C", "N", "C", "H", "H", "C", "O", "C", "C", "O", "C", "C", "O", "C", "H", "H", "C", "H", "H", "O", "C", "H", "H", "C", "H", "H", "H", "H", "H", "H", "H", "H", "H", "H", "H", "H", "H", "H", "H", "C", "H", "H", "H", "H", "H", "H", "H"],
  "coordinates": [[-7.34, -0.51, 0.61], [-5.77, -0.27, 0.35], [-5.30, 1.05, -0.15], [-4.06, 1.17, -0.32], [-3.17, 0.02, -0.13], [-3.69, -1.14, 0.53], [-5.09, -1.38, 0.82], [-5.37, -2.19, 0.89], [-2.72, -2.13, 0.67], [-1.94, -2.32, -0.08], [-2.14, -1.72, 1.67], [-3.30, -3.00, 0.82], [-1.80, 0.28, -0.28], [-0.81, 0.44, 0.78], [-0.97, -0.04, 1.76], [0.45, 0.77, 0.32], [0.56, 0.78, -1.20], [0.65, -0.36, -1.88], [0.12, -0.93, -1.56], [0.32, -0.11, -2.88], [2.05, -0.92, -2.06], [1.89, -2.22, -2.07], [2.83, -3.00, -1.37], [2.29, -3.17, 0.21], [2.54, -1.89, 0.57], [3.93, -1.82, 1.28], [3.85, -0.72, 2.08], [3.93, 0.71, 1.15], [3.61, 1.75, 1.94], [4.50, 1.90, 2.67], [2.72, 1.91, 2.27], [3.74, 2.92, 0.69], [3.84, 3.92, 1.41], [4.67, 2.72, 0.21], [2.61, 2.98, -0.01], [2.75, 2.45, -1.15], [3.37, 2.77, -2.10], [3.16, 1.30, -0.69], [1.27, 2.11, -1.73], [0.63, 3.12, -1.41], [1.42, 1.90, -2.68], [2.78, -0.42, 2.92], [4.61, -0.54, 2.79], [4.10, -2.81, 1.98], [4.47, -1.70, 0.40], [1.43, -3.46, 0.03], [2.94, -4.19, 0.56], [4.00, -2.90, -1.42], [2.82, -4.02, -1.97], [2.43, -0.68, -0.95], [2.75, -0.40, -2.80], [1.30, 0.14, 0.52], [0.93, 1.84, 0.54], [-1.48, 0.84, -0.92], [-3.51, 2.46, -0.68], [-3.13, 2.52, -1.57], [-4.47, 3.17, -0.93], [-2.95, 2.94, -0.07], [-6.15, 1.83, -0.34], [-7.75, 0.38, 1.15], [-7.51, -1.37, 1.16], [-7.78, -0.81, -0.34]]
}


{
  "formula": "C6H13N",
  "method": "ωB97M-V/def2-TZVPD",
  "lumo_energy_ev": -1.38,
  "homo_ev": -7.210,
  "largest_force_ev_per_a": 4.79,
  "mol_weight_g_mol": 99.18,
  "homo_lumo_gap_ha": 0.2144,
  "species": ["C", "N", "C", "C", "C", "C", "C", "H", "H", "H", "H", "H", "H", "H", "H", "H", "H", "H", "H", "H"],
  "coordinates": [[2.04, -0.19, -1.32], [0.88, -1.09, -1.54], [-0.18, -1.01, 0.73], [-0.05, 0.33, 1.69], [-1.22, 1.23, 1.42], [-0.34, -0.80, -0.74], [-0.97, 0.46, -1.26], [2.54, -0.06, -0.32], [2.78, -0.65, -2.03], [1.29, 0.56, -1.61], [0.59, -1.74, 1.03], [-1.07, -1.56, 1.06], [0.01, -0.32, 2.58], [0.91, 0.65, 1.20], [-0.86, 2.24, 1.35], [-1.91, 1.11, 2.25], [-0.92, -1.63, -1.15], [-1.07, 1.23, 0.22], [-0.44, 0.86, -2.13], [-2.05, 0.37, -1.43]]
}


{
  "formula": "C24H44N5O6",
  "method": "ωB97M-V/def2-TZVPD",
  "lumo_energy_ev": -3.81,
  "homo_ev": -11.286,
  "largest_force_ev_per_a": 3.10,
  "mol_weight_g_mol": 498.64,
  "total_charge": 1,
  "homo_lumo_gap_ha": 0.2748,
  "species": ["C", "C", "O", "C", "C", "O", "C", "C", "O", "C", "N", "C", "C", "O", "C", "C", "O", "N", "C", "O", "H", "H", "H", "H", "H", "H", "H", "H", "H", "H", "H", "H", "H", "H", "H", "H", "H", "H", "H", "H", "H", "H", "H", "C", "C", "C", "C", "N", "H", "H", "H", "H", "H", "H", "H", "C", "C", "C", "C", "N", "H", "H", "H", "H", "H", "H", "H", "C", "C", "C", "C", "N", "H", "H", "H", "H", "H", "H", "H"],
  "coordinates": [[1.93, -2.59, 0.46], [2.68, -1.19, 0.66], [2.02, -0.10, -0.03], [3.00, 0.88, -0.43], [2.36, 2.37, -0.42], [0.92, 2.27, -0.28], [0.41, 2.10, -1.61], [-1.06, 1.48, -1.46], [-1.05, 0.03, -1.41], [-1.94, -0.50, -0.46], [-3.38, -0.63, -0.98], [-3.44, -1.24, -2.35], [-4.07, -1.63, -0.04], [-3.73, -1.43, 1.32], [-4.70, -0.69, 2.04], [-4.20, 0.71, 2.62], [-5.84, -1.05, 2.23], [-4.06, 0.60, -0.80], [-4.35, 1.21, -1.87], [-4.77, 1.60, -2.88], [2.05, -3.17, 1.42], [0.83, -2.48, 0.24], [2.40, -3.08, -0.44], [2.65, -0.98, 1.78], [3.77, -1.32, 0.35], [3.96, 0.84, 0.16], [3.23, 0.67, -1.53], [2.81, 2.91, 0.47], [2.54, 2.91, -1.40], [0.32, 3.12, -2.09], [1.01, 1.41, -2.27], [-1.66, 1.78, -2.38], [-1.53, 1.99, -0.57], [-1.88, 0.14, 0.47], [-1.61, -1.57, -0.28], [-4.50, -1.42, -2.71], [-2.99, -2.28, -2.25], [-2.80, -0.72, -3.12], [-5.19, -1.40, -0.15], [-3.85, -2.70, -0.30], [-3.13, 0.55, 2.98], [-4.11, 1.49, 1.79], [-4.86, 1.09, 3.45], [4.61, -5.42, 1.37], [5.91, -5.18, 2.12], [5.94, -3.84, 2.85], [5.80, -2.72, 1.87], [5.68, -1.86, 1.11], [4.46, -4.68, 0.58], [4.63, -6.40, 0.89], [3.75, -5.39, 2.05], [6.75, -5.24, 1.42], [6.05, -5.98, 2.85], [6.88, -3.72, 3.39], [5.13, -3.78, 3.58], [-7.96, 2.39, -4.35], [-6.92, 3.37, -4.90], [-7.52, 4.42, -5.83], [-8.16, 3.76, -7.00], [-8.65, 3.24, -7.91], [-8.43, 1.82, -5.15], [-7.49, 1.68, -3.67], [-8.74, 2.93, -3.80], [-6.15, 2.80, -5.43], [-6.42, 3.87, -4.06], [-6.74, 5.10, -6.18], [-8.27, 5.01, -5.30], [6.03, 2.02, 3.20], [6.35, 1.77, 4.67], [6.25, 0.29, 5.06], [4.87, -0.21, 4.82], [3.80, -0.60, 4.63], [5.01, 1.73, 2.95], [6.14, 3.08, 2.96], [6.71, 1.45, 2.55], [5.66, 2.36, 5.28], [7.36, 2.13, 4.88], [6.50, 0.16, 6.12], [6.95, -0.31, 4.47]]
}


{
  "formula": "C26H26IrN2O9SSb2",
  "method": "ωB97M-V/def2-TZVPD",
  "lumo_energy_ev": [1.89, 0.64],
  "multiplicity": 5,
  "homo_ev": [-2.921, -5.341],
  "largest_force_ev_per_a": 4.38,
  "mol_weight_g_mol": 978.30,
  "total_charge": -1,
  "homo_lumo_gap_ha": [0.1767, 0.2197],
  "species": ["Ir", "O", "C", "O", "C", "C", "C", "C", "C", "C", "S", "H", "H", "H", "H", "O", "C", "O", "C", "C", "C", "C", "C", "C", "O", "N", "O", "O", "N", "O", "O", "H", "H", "C", "Sb", "C", "C", "C", "C", "C", "C", "C", "C", "C", "Sb", "C", "C", "H", "H", "H", "H", "H", "H", "H", "H", "H", "H", "H", "H", "H", "H", "H", "H", "H", "H", "H", "H"],
  "coordinates": [[-0.37, -0.89, -0.08], [-2.20, -0.17, 3.61], [-2.21, -0.61, 2.46], [-1.01, -0.96, 1.84], [-3.55, -0.98, 1.80], [-4.64, -1.01, 2.66], [-5.92, -1.31, 2.10], [-6.04, -1.70, 0.77], [-4.83, -1.78, 0.00], [-3.57, -1.50, 0.52], [-2.39, -2.05, -0.57], [-4.48, -0.70, 3.71], [-6.78, -1.19, 2.76], [-6.99, -2.13, 0.37], [-4.89, -2.11, -1.03], [2.37, -0.92, -2.84], [1.75, -1.53, -1.99], [0.39, -1.43, -1.78], [2.41, -2.49, -1.05], [3.56, -3.09, -1.54], [4.02, -4.23, -0.90], [3.50, -4.64, 0.35], [2.35, -4.03, 0.78], [1.81, -2.87, 0.16], [0.74, -2.40, 0.69], [1.81, -4.47, 2.03], [1.10, -3.63, 2.66], [1.99, -5.62, 2.45], [5.02, -5.21, -1.48], [4.70, -6.36, -1.23], [5.89, -4.79, -2.18], [4.11, -2.73, -2.45], [3.91, -5.46, 0.99], [0.22, 2.59, 2.20], [1.10, 1.11, 0.86], [2.28, 0.03, 2.31], [2.60, 1.85, -0.73], [2.00, 3.22, -0.85], [2.57, 4.22, -0.05], [2.08, 5.54, -0.06], [0.90, 5.86, -0.71], [0.28, 4.82, -1.39], [0.76, 3.51, -1.51], [0.18, 2.52, -2.40], [-1.50, 1.10, -1.36], [-2.44, 0.31, -3.14], [-3.31, 2.28, -0.69], [-0.87, 2.30, 2.28], [0.32, 3.60, 1.82], [0.63, 2.53, 3.20], [3.34, -0.04, 2.10], [1.74, -0.92, 2.45], [2.18, 0.74, 3.15], [2.35, 1.16, -1.53], [3.58, 1.86, -0.38], [3.40, 3.99, 0.57], [2.58, 6.34, 0.49], [0.39, 6.85, -0.63], [-0.71, 4.92, -1.90], [0.81, 1.69, -2.69], [-0.57, 2.89, -3.16], [-2.50, 1.27, -3.67], [-3.47, 0.03, -2.90], [-1.87, -0.52, -3.62], [-2.96, 2.79, 0.21], [-4.02, 1.49, -0.44], [-3.63, 3.06, -1.44]]
}


{
  "formula": "C17H21N5O2S",
  "method": "ωB97M-V/def2-TZVPD",
  "lumo_energy_ev": 0.59,
  "homo_ev": -8.572,
  "largest_force_ev_per_a": 1.10,
  "mol_weight_g_mol": 359.45,
  "smiles": "CCn1c(SCC(=O)NNC(=O)c2ccc(C)cc2)nnc1C1CC1",
  "homo_lumo_gap_ha": 0.3365,
  "species": ["C", "H", "H", "H", "C", "N", "C", "N", "N", "C", "C", "C", "C", "H", "H", "H", "H", "H", "S", "C", "C", "O", "N", "N", "C", "O", "C", "C", "C", "C", "C", "C", "H", "H", "C", "H", "H", "H", "H", "H", "H", "H", "H", "H", "H", "H"],
  "coordinates": [[-4.08, -1.45, 1.54], [-3.24, -2.09, 1.81], [-4.99, -1.86, 1.96], [-3.91, -0.46, 1.98], [-4.20, -1.33, 0.03], [-3.03, -0.70, -0.53], [-2.88, 0.62, -0.81], [-1.65, 0.88, -1.18], [-0.97, -0.27, -1.12], [-1.78, -1.22, -0.73], [-1.41, -2.62, -0.53], [-0.26, -2.94, 0.39], [-0.09, -3.10, -1.08], [0.50, -2.37, -1.60], [-0.05, -4.09, -1.49], [0.23, -2.10, 0.87], [-0.34, -3.82, 1.01], [-2.25, -3.31, -0.54], [-4.14, 1.80, -0.59], [-3.13, 3.24, -0.08], [-1.89, 2.73, 0.63], [-1.93, 1.98, 1.59], [-0.73, 3.17, 0.11], [0.45, 2.51, 0.42], [1.52, 2.66, -0.42], [1.57, 3.58, -1.21], [2.58, 1.64, -0.21], [2.24, 0.29, -0.16], [3.23, -0.66, -0.01], [4.57, -0.29, 0.11], [4.89, 1.06, 0.04], [3.91, 2.02, -0.13], [4.17, 3.07, -0.19], [5.93, 1.37, 0.11], [5.63, -1.33, 0.27], [5.84, -1.80, -0.70], [5.31, -2.11, 0.96], [6.56, -0.89, 0.63], [2.97, -1.71, 0.02], [1.21, -0.01, -0.30], [0.30, 1.67, 0.97], [-0.66, 3.65, -0.79], [-3.76, 3.80, 0.60], [-2.89, 3.83, -0.96], [-4.32, -2.32, -0.43], [-5.06, -0.72, -0.24]]
}


{
  "formula": "C8H10ClOPS",
  "method": "ωB97M-V/def2-TZVPD",
  "lumo_energy_ev": 0.42,
  "homo_ev": -9.188,
  "largest_force_ev_per_a": 3.14,
  "mol_weight_g_mol": 220.66,
  "smiles": "CCc1ccccc1[P@@](O)(=S)Cl",
  "homo_lumo_gap_ha": 0.3529,
  "species": ["C", "C", "C", "C", "C", "C", "C", "C", "O", "P", "S", "Cl", "H", "H", "H", "H", "H", "H", "H", "H", "H", "H"],
  "coordinates": [[-0.33, -2.27, -1.39], [-0.26, -3.05, -0.28], [-0.35, -0.90, -1.27], [-0.39, -2.40, 1.00], [-0.43, -0.24, -0.07], [-0.52, -1.05, 1.05], [0.60, 2.03, -0.49], [-0.68, 1.20, -0.04], [0.64, 0.59, 3.08], [-0.76, -0.19, 2.67], [-2.32, 0.91, 2.99], [-0.48, -1.66, 4.19], [-0.18, -2.72, -2.43], [-0.08, -4.10, -0.25], [-0.33, -0.43, -2.21], [-0.45, -2.99, 1.98], [1.33, 1.75, 0.29], [0.45, 3.09, -0.38], [0.97, 1.74, -1.45], [-1.66, 1.37, -0.47], [-0.89, 1.47, 1.00], [0.55, 1.54, 2.91]]
}


{
  "formula": "C16H23NO6",
  "method": "ωB97M-V/def2-TZVPD",
  "lumo_energy_ev": -1.25,
  "homo_ev": -8.985,
  "largest_force_ev_per_a": 1.67,
  "mol_weight_g_mol": 325.36,
  "smiles": "CCCC1=C(O)C(=O)C(CC=O)=C(OCCNC[C@H](C)O)C1=O",
  "homo_lumo_gap_ha": 0.2842,
  "species": ["C", "C", "C", "C", "C", "O", "C", "O", "C", "C", "C", "O", "C", "O", "C", "C", "N", "C", "C", "C", "O", "C", "O", "H", "H", "H", "H", "H", "H", "H", "H", "H", "H", "H", "H", "H", "H", "H", "H", "H", "H", "H", "H", "H", "H", "H"],
  "coordinates": [[-0.55, 2.73, 1.40], [0.63, 3.15, 0.55], [1.98, 2.51, 0.94], [2.08, 1.08, 0.57], [2.70, 0.64, -0.53], [3.35, 1.44, -1.41], [2.78, -0.82, -0.82], [3.60, -1.27, -1.63], [1.86, -1.73, -0.09], [1.76, -3.11, -0.65], [1.07, -3.17, -1.99], [0.98, -2.24, -2.76], [1.23, -1.31, 1.02], [0.46, -2.13, 1.75], [-0.80, -1.59, 2.16], [-1.94, -2.00, 1.23], [-1.68, -1.87, -0.19], [-1.48, -0.50, -0.65], [-2.75, 0.14, -1.20], [-2.37, 1.28, -2.12], [-3.53, 0.65, -0.11], [1.51, 0.08, 1.52], [1.31, 0.37, 2.69], [-0.43, 3.09, 2.41], [-1.46, 3.19, 1.01], [-0.72, 1.66, 1.41], [0.74, 4.22, 0.67], [0.44, 2.99, -0.51], [2.14, 2.67, 2.00], [2.74, 3.06, 0.39], [2.72, 2.03, -1.84], [1.31, -3.80, 0.04], [2.77, -3.47, -0.82], [0.61, -4.14, -2.25], [-0.77, -0.51, 2.27], [-1.01, -1.99, 3.15], [-2.26, -3.00, 1.48], [-2.78, -1.34, 1.48], [-0.87, -2.43, -0.40], [-1.11, 0.17, 0.12], [-0.75, -0.53, -1.45], [-3.35, -0.58, -1.74], [-1.71, 0.96, -2.92], [-1.87, 2.07, -1.57], [-3.25, 1.73, -2.57], [-3.35, 1.59, -0.04]]
}


{
  "formula": "C4H15N2O",
  "method": "ωB97M-V/def2-TZVPD",
  "lumo_energy_ev": -3.66,
  "homo_ev": -12.319,
  "largest_force_ev_per_a": 1.83,
  "mol_weight_g_mol": 107.18,
  "total_charge": 1,
  "homo_lumo_gap_ha": 0.3184,
  "species": ["C", "C", "C", "N", "H", "H", "H", "H", "H", "H", "H", "H", "H", "H", "N", "C", "O", "H", "H", "H", "H", "H"],
  "coordinates": [[-0.01, -2.15, -1.30], [0.13, -0.62, -1.31], [1.41, -0.13, -0.61], [0.32, -0.23, -2.75], [-0.88, -2.50, -1.87], [0.90, -2.63, -1.74], [-0.10, -2.49, -0.25], [-0.79, -0.12, -0.96], [2.27, -0.62, -1.09], [1.36, -0.48, 0.42], [1.53, 0.96, -0.65], [-0.52, -0.49, -3.32], [0.55, 0.77, -2.90], [1.08, -0.78, -3.08], [-0.32, 2.23, 3.35], [-0.67, 1.03, 2.59], [-1.87, 1.29, 1.79], [-0.28, 3.05, 2.73], [-0.99, 2.41, 4.13], [0.17, 0.81, 1.90], [-0.82, 0.17, 3.26], [-2.46, 0.51, 1.64]]
}


{
  "formula": "C2F6KO6S2",
  "method": "ωB97M-V/def2-TZVPD",
  "lumo_energy_ev": 1.81,
  "homo_ev": -6.266,
  "largest_force_ev_per_a": 9.74,
  "mol_weight_g_mol": 337.24,
  "total_charge": -1,
  "homo_lumo_gap_ha": 0.2970,
  "species": ["K", "C", "F", "F", "F", "S", "O", "O", "O", "C", "F", "F", "F", "S", "O", "O", "O"],
  "coordinates": [[0.03, -1.26, -1.02], [0.92, -1.41, 1.25], [1.14, -2.48, 0.43], [0.60, -0.26, 0.61], [0.02, -1.83, 2.17], [2.47, -1.05, 2.31], [2.16, 0.20, 3.02], [2.59, -2.25, 3.19], [3.51, -0.93, 1.24], [-2.55, 1.25, -1.34], [-3.45, 1.74, -2.21], [-2.77, 1.83, -0.20], [-2.66, -0.02, -1.30], [-0.78, 1.60, -1.94], [-0.54, 3.00, -1.65], [0.07, 0.70, -1.21], [-0.76, 1.17, -3.35]]
}


{
  "formula": "C12H8Br2F5NO4ReTe",
  "method": "ωB97M-V/def2-TZVPD",
  "lumo_energy_ev": [-7.62, -10.44],
  "multiplicity": 4,
  "homo_ev": [-15.548, -15.996],
  "largest_force_ev_per_a": 1.37,
  "mol_weight_g_mol": 798.80,
  "total_charge": 2,
  "homo_lumo_gap_ha": [0.2914, 0.2042],
  "species": ["Re", "O", "C", "C", "C", "N", "C", "Br", "C", "H", "H", "H", "H", "F", "Te", "F", "F", "F", "F", "O", "Br", "C", "C", "C", "C", "C", "C", "C", "O", "O", "H", "H", "H", "H"],
  "coordinates": [[-0.06, -0.18, -1.79], [-2.28, 4.89, -2.18], [-1.53, 3.87, -1.83], [-0.43, 4.00, -0.93], [0.32, 2.91, -0.58], [-0.06, 1.74, -1.14], [-1.03, 1.63, -1.98], [-2.28, -1.12, -1.94], [-1.85, 2.63, -2.40], [-2.03, 5.72, -1.76], [-0.18, 4.96, -0.52], [1.16, 2.94, 0.09], [-2.67, 2.53, -3.10], [0.99, -0.39, -4.06], [2.41, -1.22, -3.09], [0.71, -2.06, -2.37], [2.35, -2.53, -4.33], [3.27, -2.36, -1.97], [3.83, -0.46, -3.90], [2.03, 0.07, -1.86], [-1.72, -1.70, 6.02], [-0.80, -2.04, 4.50], [0.06, -3.18, 4.45], [0.74, -3.42, 3.30], [0.60, -2.55, 2.20], [-0.25, -1.42, 2.25], [-0.95, -1.16, 3.39], [-0.46, -0.50, 1.08], [-1.15, 0.48, 1.16], [0.19, -0.91, -0.01], [0.14, -3.83, 5.31], [1.40, -4.28, 3.23], [1.15, -2.74, 1.29], [-1.61, -0.30, 3.45]]
}